1.
C34H50P2Re as an isolated structure. Source: OMol25; level of theory: ωB97M-V with the def2-TZVPD basis set.

* spin multiplicity: 4
* expectation value of S²: 3.79
* net charge: +2
* HOMO level (spin up / spin down): -11.81 / -11.74 eV
* relative energy (zero: lowest compared OMol25 entry of this formula, charge and spin): 7.508 eV

Structure (XYZ):
```
87
Properties=species:S:1:pos:R:3:mulliken_spin:R:1
Re 2.322 2.326 2.630 1.05
C -1.201 -0.685 2.954 0.27
C -2.073 0.411 2.747 0.17
C -2.140 -0.930 0.875 0.10
C -1.226 -1.505 1.798 0.21
C -2.670 0.262 1.470 0.17
C -0.457 -0.955 4.201 -0.01
H -0.089 -0.038 4.674 0.01
H 0.397 -1.611 4.016 0.00
H -1.096 -1.465 4.937 0.02
C -0.483 -2.758 1.594 0.02
H 0.525 -2.697 2.029 -0.01
H -0.377 -2.985 0.523 0.02
H -1.013 -3.605 2.062 0.02
C -2.595 -1.619 -0.346 0.16
H -3.417 -2.331 -0.133 0.00
H -1.770 -2.199 -0.845 0.10
H -2.991 -0.892 -1.064 -0.01
C -3.769 1.102 0.962 -0.01
H -4.754 0.749 1.310 0.03
H -3.787 1.096 -0.134 0.00
H -3.664 2.139 1.317 0.00
C -2.351 1.475 3.736 0.00
H -3.111 1.160 4.468 0.00
H -2.730 2.379 3.249 0.00
H -1.457 1.742 4.313 0.00
C 3.474 3.117 1.248 0.00
C 3.710 3.673 2.643 -0.02
C 3.055 4.983 3.076 0.02
C 1.477 4.937 3.082 0.02
C 0.828 3.575 2.766 0.00
C 0.955 3.034 1.376 -0.03
C 1.368 4.041 0.263 -0.01
C 2.881 4.069 0.159 0.00
H 3.401 5.867 2.492 0.00
H 1.108 5.749 2.436 0.00
H 3.364 5.155 4.130 0.00
H 3.268 5.094 0.229 0.00
H 4.300 2.525 0.849 0.00
H 4.744 3.578 3.025 -0.01
H 3.206 3.693 -0.824 0.00
H 0.958 3.682 -0.685 0.00
H 0.156 2.342 1.047 0.03
H 0.971 5.054 0.425 0.00
H 1.141 5.217 4.105 0.00
H -0.166 3.452 3.213 -0.01
P 1.168 -0.447 -1.239 0.04
P -0.790 0.816 -2.413 0.02
C 1.859 0.573 -2.583 0.00
C 0.717 1.223 -3.400 0.00
H 2.591 -0.005 -3.167 0.00
H 2.413 1.370 -2.062 0.00
H 0.883 2.312 -3.425 0.00
H 0.615 0.823 -4.426 0.00
C -1.751 -0.199 -3.578 0.00
H -2.806 0.096 -3.506 0.00
H -1.660 -1.253 -3.285 0.01
H -1.394 -0.070 -4.610 0.00
C -1.628 2.397 -2.148 0.00
H -1.384 3.144 -2.917 0.00
H -1.328 2.781 -1.164 0.00
H -2.712 2.221 -2.141 0.00
C 2.849 -0.950 -0.577 0.01
H 2.759 -1.333 0.460 0.00
H 3.578 -0.114 -0.606 0.00
H 3.224 -1.755 -1.228 0.00
C 2.486 0.257 3.107 -0.05
H 2.130 0.194 4.154 0.01
H 3.473 -0.238 3.121 0.00
H 1.858 -0.426 2.523 0.02
C -2.351 -6.729 -3.585 0.01
C -2.959 -6.152 -2.453 -0.01
C -2.433 -5.009 -1.865 0.02
C -1.261 -4.407 -2.392 -0.03
C -0.660 -3.211 -1.965 0.50
C 0.503 -2.758 -2.497 0.06
C 1.174 -3.437 -3.559 0.04
C 0.562 -4.549 -4.122 -0.05
C -0.631 -5.056 -3.541 0.07
C -1.202 -6.184 -4.127 -0.01
H -2.759 -7.612 -4.054 0.00
H -3.851 -6.622 -2.051 0.00
H -2.928 -4.571 -0.995 0.00
H 1.029 -1.799 -2.145 0.04
H 2.137 -3.067 -3.929 0.00
H 0.963 -5.062 -5.001 0.00
H -0.707 -6.597 -5.006 0.00
```



2.
A 4-piece molecular cluster, C34H51N5O11S overall. Source: OMol25; level of theory: ωB97M-V with the def2-TZVPD basis set.

* HOMO level: -8.17 eV
* relative energy (zero: lowest compared OMol25 entry of this formula, charge and spin): 0.000 eV
* SMILES string: N#C[C@H](CCCCCCCSc1nnco1)[C@H](C#N)CCC(=O)Nc1ccccc1.CCOC(=O)OC.CCOC(=O)OC.CCOC(=O)OC

Structure (XYZ):
```
102
Properties=species:S:1:pos:R:3:lowdin_charge:R:1
N -3.303 -1.459 -2.573 0.22
C -3.180 -0.882 -3.572 -0.18
C -2.907 0.043 -4.694 -0.24
C -2.563 1.453 -4.196 -0.16
C -1.393 1.498 -3.190 -0.18
C -1.655 2.458 -2.007 -0.18
C -3.070 2.323 -1.400 -0.19
C -3.939 3.609 -1.596 -0.19
C -5.197 3.334 -2.443 -0.25
C -6.041 2.133 -1.931 -0.43
S -7.734 2.649 -1.466 1.01
C -8.693 2.096 -2.826 -0.69
N -8.431 1.268 -3.762 0.04
N -9.580 1.245 -4.533 0.07
C -10.421 2.023 -4.023 -0.16
O -9.922 2.618 -2.889 0.04
C -4.003 0.029 -5.804 -0.24
C -4.672 1.339 -5.991 -0.19
N -5.037 2.440 -6.124 0.19
C -5.114 -1.033 -5.645 -0.15
C -6.202 -0.599 -4.642 -0.11
C -7.128 -1.805 -4.378 -0.41
O -7.233 -2.718 -5.153 0.12
N -7.847 -1.764 -3.125 0.10
C -7.033 -2.049 -2.003 -0.28
C -6.207 -3.145 -1.980 -0.04
C -5.471 -3.394 -0.853 -0.11
C -5.539 -2.580 0.246 -0.11
C -6.343 -1.468 0.199 -0.10
C -7.088 -1.197 -0.917 -0.05
H -1.993 -0.338 -5.161 0.15
H -2.217 1.985 -5.090 0.13
H -3.452 1.985 -3.858 0.08
H -1.089 0.531 -2.779 0.11
H -0.514 1.872 -3.729 0.11
H -0.949 2.184 -1.212 0.10
H -1.377 3.477 -2.287 0.11
H -3.037 2.147 -0.321 0.11
H -3.608 1.465 -1.818 0.08
H -3.384 4.413 -2.090 0.11
H -4.183 4.010 -0.606 0.11
H -4.940 3.266 -3.504 0.08
H -5.830 4.227 -2.374 0.09
H -5.593 1.666 -1.053 0.07
H -6.120 1.405 -2.743 0.05
H -11.415 2.251 -4.364 0.14
H -3.501 -0.184 -6.753 0.15
H -5.614 -1.127 -6.615 0.13
H -4.739 -2.035 -5.425 0.12
H -6.796 0.249 -4.995 0.10
H -5.774 -0.365 -3.657 0.09
H -8.331 -0.879 -3.021 0.09
H -6.135 -3.805 -2.838 0.12
H -4.811 -4.253 -0.804 0.11
H -4.982 -2.779 1.153 0.10
H -6.433 -0.794 1.045 0.11
H -7.732 -0.324 -0.983 0.09
C 3.404 -1.228 -0.101 -0.06
C 3.542 0.156 -0.699 -0.20
O 2.745 1.122 0.005 0.04
C 3.221 1.511 1.183 -0.59
O 4.246 1.134 1.693 0.10
O 2.354 2.374 1.713 0.02
C 2.685 2.806 3.034 -0.03
H 2.355 -1.522 -0.054 0.08
H 3.951 -1.958 -0.698 0.08
H 3.794 -1.260 0.916 0.07
H 3.170 0.150 -1.722 0.12
H 4.583 0.479 -0.733 0.12
H 3.692 3.217 3.072 0.09
H 2.584 1.978 3.735 0.10
H 1.977 3.585 3.303 0.10
C 6.869 1.513 2.912 -0.06
C 5.901 1.475 4.075 -0.21
O 6.427 0.698 5.168 0.01
C 7.381 1.286 5.889 -0.61
O 7.828 2.388 5.719 0.13
O 7.773 0.421 6.828 -0.01
C 8.873 0.873 7.620 -0.03
H 7.139 0.500 2.607 0.09
H 6.433 2.033 2.064 0.07
H 7.793 2.023 3.187 0.08
H 4.985 0.987 3.768 0.09
H 5.637 2.478 4.416 0.12
H 8.663 1.843 8.067 0.09
H 9.776 0.920 7.014 0.10
H 9.018 0.143 8.412 0.09
C 10.621 -5.814 5.806 -0.07
C 10.811 -4.883 4.627 -0.21
O 9.557 -4.427 4.103 0.04
C 8.938 -3.492 4.826 -0.61
O 9.343 -3.005 5.849 0.12
O 7.787 -3.201 4.225 0.01
C 6.967 -2.275 4.950 -0.03
H 9.966 -6.644 5.536 0.08
H 11.581 -6.213 6.137 0.08
H 10.159 -5.298 6.646 0.07
H 11.299 -5.419 3.814 0.12
H 11.444 -4.033 4.883 0.12
H 7.511 -1.370 5.182 0.07
H 6.597 -2.741 5.863 0.11
H 6.120 -2.023 4.318 0.09
```



3.
A 9-piece molecular cluster, C34H51N8O14 overall. Source: OMol25; level of theory: ωB97M-V with the def2-TZVPD basis set.

* net charge: -1
* HOMO level: -6.11 eV
* relative energy (zero: lowest compared OMol25 entry of this formula, charge and spin): 2.251 eV

Structure (XYZ):
```
107
Properties=species:S:1:pos:R:3:lowdin_charge:R:1
C 0.482 -0.129 -0.921 -0.85
O 0.013 -0.081 -2.049 -0.01
O 1.744 0.286 -0.815 0.09
O -0.168 -0.529 0.106 -0.08
H 2.023 0.522 -1.616 -0.01
C -3.145 3.465 0.236 -0.11
C -3.105 4.781 0.963 -0.03
C -1.755 5.419 1.301 0.02
C -0.497 4.688 0.971 -0.09
C -0.594 3.230 0.292 0.10
C -2.017 2.670 -0.082 -0.07
N 0.837 5.195 1.259 -0.33
O 0.933 6.364 1.698 0.04
O 1.805 4.685 0.645 0.03
H -4.116 2.958 -0.323 0.15
H -4.068 5.205 1.092 0.06
H -1.831 6.111 2.123 0.08
H 0.237 2.498 0.230 0.08
H -2.018 1.673 -0.491 0.08
C -2.960 -2.805 1.514 -0.09
C -3.462 -1.376 1.510 0.05
C -5.137 -1.144 1.566 0.12
C -5.923 -2.529 1.611 -0.10
C -5.302 -3.894 1.802 0.02
C -3.785 -3.952 1.702 -0.09
N -7.420 -2.389 1.561 -0.33
O -7.917 -1.242 1.165 -0.02
O -8.099 -3.186 2.183 0.06
H -1.815 -2.857 1.597 0.11
H -2.654 -0.752 1.352 0.01
H -5.522 -0.134 1.486 0.06
H -5.961 -4.763 1.853 0.09
H -3.472 -5.009 1.944 0.11
C 0.385 1.997 3.143 -0.10
C -1.048 1.844 3.006 -0.02
C -2.098 2.598 3.990 0.08
C -1.494 3.741 4.767 -0.17
C -0.069 3.682 5.040 0.00
C 0.901 2.858 4.192 -0.03
N -2.366 4.618 5.616 -0.37
O -1.815 5.273 6.441 0.07
O -3.562 4.288 5.595 0.04
H 0.994 1.643 2.362 0.08
H -1.332 1.201 2.159 0.06
H -3.253 2.433 3.949 0.12
H 0.259 4.466 5.956 0.16
H 1.916 3.041 4.184 0.06
C 4.375 0.817 -2.683 -0.32
O 4.357 -0.040 -3.575 -0.01
N 3.523 1.896 -2.574 -0.17
C 3.596 2.770 -1.336 0.01
C 2.449 2.150 -3.597 0.02
H 5.018 0.600 -1.928 0.09
H 2.762 3.249 -1.336 -0.01
H 4.383 3.430 -1.728 0.10
H 3.769 2.047 -0.482 0.11
H 1.466 1.864 -3.243 0.09
H 2.697 1.653 -4.360 0.00
H 2.604 3.175 -3.748 0.08
C 0.698 -3.355 4.679 -0.38
O -0.209 -3.805 4.041 0.00
N 1.250 -2.250 4.159 -0.15
C 2.431 -1.502 4.861 0.01
C 0.702 -1.618 2.982 -0.07
H 1.045 -3.717 5.661 0.14
H 3.022 -1.101 3.957 0.08
H 3.147 -2.217 5.211 0.06
H 2.120 -0.714 5.518 0.07
H 0.374 -2.374 2.338 0.05
H 1.368 -1.033 2.314 0.08
H -0.322 -1.477 3.193 0.08
C 4.281 -0.653 1.469 -0.37
O 4.705 0.252 2.113 0.02
N 5.007 -1.596 0.722 -0.15
C 4.296 -2.460 -0.300 -0.03
C 6.505 -1.628 0.710 -0.02
H 3.080 -0.915 1.328 0.15
H 4.196 -3.555 -0.022 0.10
H 4.809 -2.494 -1.093 -0.02
H 3.241 -2.015 -0.587 0.13
H 7.057 -1.282 -0.205 0.11
H 6.627 -2.599 0.934 0.04
H 6.836 -1.136 1.535 0.04
C -2.025 -4.196 -4.147 -0.32
O -1.428 -3.434 -4.941 -0.08
N -2.301 -3.761 -2.889 -0.22
C -2.708 -4.808 -1.934 -0.10
C -1.813 -2.477 -2.327 0.00
H -2.615 -5.116 -4.802 0.19
H -3.055 -4.284 -1.078 0.02
H -2.022 -5.774 -1.671 0.13
H -3.732 -5.308 -2.252 0.10
H -1.310 -2.208 -3.286 0.08
H -1.129 -2.948 -1.643 0.09
H -2.613 -1.991 -1.831 0.08
C 0.754 -0.968 -7.791 -0.36
O 0.986 -0.626 -8.950 -0.04
N 0.568 -0.104 -6.788 -0.20
C 0.211 -0.475 -5.425 -0.05
C 0.618 1.385 -7.036 -0.05
H 0.665 -2.030 -7.570 0.13
H -0.682 -1.039 -5.259 0.06
H 0.240 0.562 -4.906 0.07
H 1.241 -0.803 -5.055 0.12
H 1.687 1.601 -7.078 0.07
H 0.168 2.004 -6.065 0.13
H 0.280 1.767 -8.053 0.09
```